# 1
Here is 6 unconnected molecules or ions with the total composition C45H56ClF5N5O2S in a non-equilibrium geometry from the Open Molecules 2025 dataset. Energies are from wB97M-V/def2-TZVPD.

```
115
Properties=species:S:1:pos:R:3:forces:R:3:lowdin_charge:R:1
C 3.601 -3.577 0.827 -0.422 0.143 -0.705 -0.093
C 3.302 -3.026 -0.580 -0.271 -0.023 0.711 -0.278
C 2.065 -2.115 -0.721 0.373 -0.684 -0.004 -0.577
Cl 0.579 -3.073 -0.314 0.178 0.060 -0.039 0.663
C 1.880 -1.509 -2.141 -0.261 0.680 0.098 -0.232
C 2.915 -2.015 -3.142 -0.583 -0.806 -0.609 -0.329
N 2.570 -3.364 -3.571 0.212 0.418 0.136 0.090
N 2.942 -1.186 -4.382 0.522 1.145 1.255 0.142
C 2.114 -0.148 -4.563 -0.020 0.624 -0.571 -0.394
N 2.049 0.406 -5.776 0.034 -0.313 -0.053 -0.286
S 2.867 -0.159 -7.176 0.167 0.104 -0.012 0.853
N 1.344 0.416 -3.595 -0.071 -1.634 0.244 0.025
C -0.126 0.331 -3.817 -0.093 0.922 -0.452 -0.126
C -0.839 1.679 -3.601 -0.226 -0.165 -0.048 -0.144
C -2.251 1.589 -3.011 -0.002 0.350 -0.300 -0.145
C -3.075 0.408 -3.518 -0.374 0.204 0.290 -0.162
O -4.427 0.826 -3.792 0.245 -0.075 0.138 -0.047
C -5.349 0.061 -3.110 -0.546 0.259 0.679 -0.517
C -5.720 -1.256 -3.724 0.109 -0.036 -0.297 0.024
O -5.836 0.460 -2.087 0.295 -0.053 -0.527 0.139
C 1.857 0.044 -2.249 0.201 -0.100 0.302 -0.203
C 1.232 0.904 -1.149 -0.076 -0.613 0.297 -0.127
C -0.106 0.505 -0.513 0.066 1.222 0.499 -0.241
N -0.607 1.726 0.181 0.015 -0.489 -0.672 0.028
H 3.418 -2.853 1.614 0.069 0.054 0.132 0.070
H 2.983 -4.455 0.980 -0.139 -0.010 0.330 0.072
H 4.635 -3.906 0.856 0.107 0.066 0.161 0.077
H 4.166 -2.453 -0.918 0.068 -0.027 -0.027 0.109
H 3.159 -3.904 -1.202 0.231 0.124 -0.343 0.093
H 2.111 -1.367 0.064 -0.010 0.309 -0.119 0.093
H 0.924 -1.867 -2.521 -0.192 0.005 0.065 0.112
H 3.922 -1.983 -2.734 0.030 0.221 -0.051 0.138
H 1.897 -3.789 -2.949 -0.002 -0.138 -0.008 0.069
H 3.394 -3.944 -3.626 -0.096 -0.214 -0.060 0.092
H 3.891 -0.973 -4.675 -0.096 -0.414 -0.692 0.150
H 1.480 1.233 -5.873 -0.017 0.080 -0.042 0.114
H 2.542 -1.455 -7.030 -0.191 -0.001 -0.009 -0.105
H -0.262 0.082 -4.866 0.022 -0.286 -0.051 0.120
H -0.577 -0.486 -3.257 0.244 -0.050 0.328 0.117
H -0.937 2.155 -4.577 0.126 0.093 -0.091 0.119
H -0.223 2.347 -3.008 0.036 0.016 0.107 0.100
H -2.236 1.615 -1.925 0.005 -0.164 0.094 0.094
H -2.776 2.495 -3.301 -0.039 0.075 -0.026 0.103
H -3.120 -0.338 -2.724 0.190 -0.355 -0.169 0.132
H -2.673 -0.027 -4.431 0.091 -0.086 -0.073 0.126
H -5.486 -2.056 -3.028 -0.035 -0.066 0.112 0.095
H -6.793 -1.263 -3.893 -0.124 -0.019 0.075 0.098
H -5.225 -1.441 -4.671 0.114 0.055 -0.045 0.085
H 2.909 0.340 -2.263 0.057 0.192 -0.074 0.155
H 1.164 1.931 -1.500 0.096 0.026 -0.207 0.084
H 1.959 0.943 -0.339 0.057 0.072 0.096 0.128
H 0.073 -0.224 0.271 -0.188 -0.417 -0.146 0.083
H -0.850 0.141 -1.220 0.150 -0.353 -0.133 0.086
H -1.603 1.619 0.342 0.010 -0.012 0.364 0.081
H -0.540 2.498 -0.476 0.025 0.164 0.116 0.059
F 4.952 -3.496 3.539 0.083 0.161 -0.092 0.038
C 4.387 -3.662 4.756 -0.009 -0.426 0.120 -0.287
C 4.340 -4.941 5.275 0.053 -0.123 -0.119 -0.016
C 3.760 -5.134 6.517 0.010 -0.057 -0.009 -0.093
C 3.234 -4.060 7.214 -0.043 0.133 0.154 -0.097
C 3.297 -2.786 6.671 0.058 -0.181 -0.072 -0.079
C 3.881 -2.577 5.429 -0.075 0.293 0.017 -0.018
H 4.751 -5.766 4.709 0.025 0.027 -0.014 0.117
H 3.718 -6.129 6.941 0.008 -0.013 -0.005 0.108
H 2.774 -4.214 8.180 -0.008 0.007 0.003 0.109
H 2.885 -1.952 7.211 -0.070 0.185 0.099 0.106
H 3.944 -1.590 4.991 0.002 -0.008 0.001 0.116
F -4.022 5.550 -4.961 0.022 -0.004 0.001 0.047
C -4.804 5.463 -3.861 -0.069 -0.011 0.105 -0.284
C -5.070 4.218 -3.332 0.084 -0.098 -0.013 -0.022
C -5.865 4.128 -2.198 -0.030 0.062 0.047 -0.069
C -6.385 5.278 -1.620 -0.008 0.010 0.015 -0.089
C -6.106 6.521 -2.174 0.010 -0.097 0.004 -0.080
C -5.306 6.621 -3.304 0.027 0.134 -0.047 -0.019
H -4.660 3.331 -3.794 -0.091 0.001 -0.074 0.088
H -6.076 3.156 -1.771 0.008 -0.024 -0.033 0.096
H -7.008 5.206 -0.739 -0.007 0.005 0.003 0.103
H -6.515 7.417 -1.728 0.007 0.018 -0.001 0.106
H -5.072 7.579 -3.749 -0.005 -0.011 -0.022 0.118
F -1.325 0.361 6.894 0.041 -0.033 -0.076 0.055
C -1.037 1.043 5.766 0.123 -0.241 -0.103 -0.285
C -1.409 2.364 5.681 -0.154 0.170 0.202 -0.018
C -1.114 3.061 4.524 0.073 0.047 -0.179 -0.080
C -0.459 2.435 3.472 -0.042 0.305 -0.049 -0.108
C -0.095 1.105 3.579 -0.005 -0.098 0.037 -0.095
C -0.380 0.393 4.734 -0.068 -0.018 0.162 -0.014
H -1.924 2.832 6.509 0.011 -0.025 0.015 0.121
H -1.398 4.101 4.441 -0.006 0.017 0.004 0.106
H -0.237 2.983 2.568 0.012 -0.032 -0.031 0.083
H 0.411 0.616 2.756 0.000 0.005 0.002 0.087
H -0.105 -0.645 4.841 0.018 -0.129 0.057 0.111
F 0.518 -4.068 5.572 -0.022 0.045 -0.072 0.048
C -0.314 -5.046 5.988 -0.060 -0.069 0.047 -0.286
C 0.154 -6.343 6.032 0.122 -0.063 -0.038 -0.020
C -0.704 -7.344 6.465 -0.064 0.059 0.010 -0.081
C -2.005 -7.037 6.839 -0.017 -0.029 0.010 -0.095
C -2.451 -5.724 6.783 0.054 -0.056 -0.013 -0.081
C -1.601 -4.713 6.357 -0.055 0.118 0.006 -0.016
H 1.171 -6.557 5.732 0.008 0.034 0.003 0.107
H -0.354 -8.366 6.512 0.012 -0.009 -0.010 0.105
H -2.670 -7.821 7.175 -0.006 -0.002 0.004 0.102
H -3.465 -5.483 7.073 -0.005 0.015 0.011 0.106
H -1.924 -3.682 6.314 0.015 0.004 -0.009 0.116
F 1.930 4.206 -0.437 -0.016 -0.047 -0.037 0.048
C 2.189 4.892 -1.573 0.014 0.083 -0.094 -0.290
C 1.741 6.192 -1.687 -0.081 0.072 0.092 -0.007
C 2.014 6.888 -2.856 0.040 -0.080 -0.035 -0.068
C 2.719 6.281 -3.887 -0.006 0.020 -0.036 -0.088
C 3.156 4.972 -3.750 -0.081 0.065 0.022 -0.088
C 2.893 4.268 -2.583 0.028 -0.211 -0.027 -0.035
H 1.191 6.645 -0.874 0.017 -0.011 0.016 0.123
H 1.676 7.909 -2.960 -0.016 0.008 0.009 0.111
H 2.928 6.831 -4.795 0.006 0.006 -0.003 0.106
H 3.706 4.497 -4.552 0.038 0.002 0.008 0.102
H 3.235 3.249 -2.452 0.017 0.014 0.051 0.104
```
Positions in Å, forces in eV/Å.

The total energy is -3530.04414 a.u. The charge is +1. The calculation puts the HOMO energy at -10.51 eV.

=====

# 2
Here is a single C14H22O4Si molecule in a non-equilibrium geometry from the Open Molecules 2025 dataset. Energies are from wB97M-V/def2-TZVPD.

```
41
Properties=species:S:1:pos:R:3:forces:R:3:nbo_charge:R:1
O 2.193 0.145 1.860 0.864 2.636 -0.363 -0.596
O -0.889 -1.333 -3.201 0.287 -0.980 1.431 -0.529
O 1.079 0.551 -2.322 -0.189 -1.408 1.495 -0.548
O 0.451 -0.556 3.098 1.842 -2.448 -1.702 -0.500
C 1.502 -0.737 2.226 -0.054 -1.454 1.443 0.801
C -0.316 -2.755 -1.273 -0.897 0.222 -1.444 -0.266
C 0.398 -3.026 -0.144 0.988 1.221 0.353 -0.147
C 1.674 -1.083 -0.538 -1.111 1.647 -1.710 -0.241
C -0.141 -1.593 -2.032 0.316 0.752 -0.703 0.242
C 0.836 -0.677 -1.629 1.384 -0.759 -0.492 0.254
C 1.424 -2.153 0.285 -1.588 -0.220 -0.498 -0.034
C -1.949 -0.443 -2.891 0.467 1.860 -2.001 -0.260
C 1.656 0.446 -3.620 -0.416 -0.054 -0.421 -0.256
C 1.877 -2.097 1.727 -0.640 -1.311 0.178 -0.517
C 0.260 2.255 0.295 1.218 0.306 -0.496 -1.146
C -1.982 0.297 0.997 2.302 -0.778 0.340 -1.114
C -1.727 2.967 2.319 -1.027 1.090 0.516 -1.135
C 0.175 0.785 3.248 -1.679 2.468 -0.646 -0.485
Si -0.728 1.545 1.674 -2.185 -0.173 -0.127 1.591
H -1.102 -3.425 -1.613 0.087 -0.017 0.118 0.227
H 0.101 -3.843 0.444 -0.183 -1.054 0.772 0.203
H 2.399 -0.359 -0.277 0.759 0.536 0.319 0.244
H -2.476 -0.192 -3.849 0.044 -0.871 0.843 0.194
H -1.487 0.530 -2.681 -0.193 -0.041 0.691 0.183
H -2.588 -0.770 -2.095 -0.399 -0.300 0.287 0.184
H 1.313 1.360 -4.189 1.372 -0.549 0.842 0.203
H 1.113 -0.307 -4.143 -0.247 -0.998 -0.519 0.187
H 2.736 0.110 -3.588 -0.982 1.085 -0.111 0.185
H 2.944 -2.300 1.851 -0.083 0.476 0.074 0.248
H 1.343 -2.847 2.287 -0.208 -0.510 0.172 0.226
H 0.616 1.515 -0.436 -0.136 0.299 0.360 0.259
H -0.181 3.109 -0.303 0.295 -0.889 1.032 0.252
H 1.163 2.577 0.848 -0.040 0.388 -0.624 0.239
H -1.896 -0.571 1.658 -0.501 -0.066 -0.022 0.234
H -1.584 -0.051 0.030 -0.647 0.201 0.076 0.233
H -2.958 0.716 0.997 -0.882 0.127 -0.300 0.239
H -2.506 2.656 3.010 -0.134 -0.482 0.256 0.232
H -2.289 3.685 1.675 0.773 -0.770 -0.182 0.245
H -1.106 3.592 2.940 0.496 0.485 0.297 0.229
H -0.402 0.863 4.190 0.420 0.419 -0.639 0.221
H 1.056 1.413 3.165 0.505 -0.088 1.108 0.218
```
Positions in Å, forces in eV/Å.

The SMILES is COc1ccc(CC(=O)OC[Si](C)(C)C)cc1OC. The total energy is -1137.04966 a.u. The calculation puts the HOMO energy at -9.11 eV.

=====

# 3
Here is a molecular structure, C39H71BrCl5IMgN2NaO13PS in a non-equilibrium geometry from the Open Molecules 2025 dataset. Energies are from wB97M-V/def2-TZVPD.

```
136
Properties=species:S:1:pos:R:3:forces:R:3:lowdin_charge:R:1
C -2.858 2.106 -0.068 -0.301 0.566 0.088 -0.002
C -2.710 1.036 -0.581 -0.199 -2.056 0.170 -0.134
C -2.722 -0.355 -1.198 0.182 1.914 -1.297 -0.403
O -3.901 -0.496 -1.992 0.484 0.277 0.703 -0.133
C -5.034 0.263 -1.576 -2.227 -0.551 -1.029 -0.165
C -6.279 -0.348 -2.314 -0.057 -0.314 0.904 -0.377
C -6.526 -1.832 -1.996 -0.208 0.350 -0.697 -0.067
O -7.428 0.374 -1.824 0.464 0.186 -0.520 -0.041
C -1.533 -0.280 -2.254 -0.447 -0.465 1.105 -0.353
P -1.624 1.178 -3.442 0.456 0.389 -1.182 0.653
O -3.123 1.844 -3.523 0.398 -0.214 0.880 -0.324
Br -0.370 2.773 -2.436 -0.647 -0.426 -0.095 0.394
C -1.289 -1.602 -3.088 1.054 0.443 0.373 -0.416
C -1.806 -1.583 -4.549 -0.697 -1.535 -0.133 -0.129
C -1.802 -3.018 -5.172 -0.242 0.041 0.160 -0.236
O -0.905 -3.403 -5.871 0.371 0.313 -0.102 0.065
C 0.268 -1.885 -3.059 -0.313 0.590 -0.041 -0.134
C 1.133 -0.775 -3.728 1.218 -0.370 0.137 -0.264
C 1.982 0.027 -2.681 -0.057 0.405 -0.865 -0.103
S -1.978 -3.026 -2.156 -0.293 -2.513 -1.416 0.660
O -1.178 -4.189 -2.398 1.234 0.684 0.620 -0.230
O -3.326 -3.306 -2.544 -0.555 1.538 0.696 -0.250
O -1.747 -2.624 -0.608 -0.389 0.955 -1.541 -0.237
C -2.556 -1.512 -0.151 0.047 -0.361 1.677 -0.682
Cl -4.141 -2.298 0.304 0.383 0.523 -0.375 0.841
C -1.925 -1.140 1.226 -1.125 -0.527 0.623 -0.652
I 0.041 -0.262 1.122 -0.126 -0.176 -0.280 1.024
C -2.923 -0.434 2.233 0.829 -0.042 0.353 -0.317
C -2.178 0.353 3.347 -0.806 -0.287 0.071 -0.199
H -3.174 2.946 0.592 1.051 -1.233 -3.155 -0.289
H -5.279 0.180 -0.502 0.491 0.116 -0.372 0.126
H -5.027 1.315 -1.919 0.631 -0.391 0.501 0.123
H -6.195 -0.195 -3.412 0.120 -0.173 0.490 0.147
H -5.721 -2.425 -2.457 -0.310 -0.024 0.460 0.064
H -7.492 -2.119 -2.445 0.505 0.039 0.067 0.079
H -6.626 -2.016 -0.914 0.278 0.196 -0.432 0.065
H -7.681 0.996 -2.515 -0.131 0.027 0.269 0.091
H -0.615 -0.129 -1.651 -0.506 0.113 -0.320 0.021
H -3.613 1.552 -4.304 0.265 0.005 -0.004 0.069
H -1.146 -0.994 -5.198 -0.299 -0.066 0.385 0.092
H -2.853 -1.229 -4.610 0.469 0.060 0.180 0.128
H -2.657 -3.706 -4.979 0.151 0.540 0.164 0.136
H 0.522 -2.849 -3.518 -0.395 0.240 0.301 0.121
H 0.532 -1.892 -1.983 0.114 -0.310 -0.556 0.119
H 1.918 -1.331 -4.343 -1.256 -0.240 1.118 0.078
H 0.587 -0.103 -4.450 0.073 -0.477 0.896 0.071
H 2.764 -0.594 -2.219 -0.446 0.051 -0.145 0.030
H 1.368 0.487 -1.894 0.204 -0.183 -0.309 0.017
H 2.502 0.862 -3.202 -0.165 -0.204 0.425 0.078
H -1.756 -2.124 1.703 0.331 0.469 -0.456 0.089
H -3.467 -1.239 2.759 0.226 0.268 -0.453 0.088
H -3.689 0.165 1.718 0.456 -0.022 0.156 0.071
H -1.423 -0.282 3.847 -0.210 0.365 -0.378 0.071
H -2.930 0.583 4.125 0.400 0.163 -0.323 0.072
H -1.720 1.285 2.975 -0.093 -0.436 0.264 -0.005
O -7.744 -4.683 -2.841 0.090 0.006 -0.085 -0.054
H -7.922 -5.393 -3.467 -0.075 -0.054 0.116 0.042
H -6.974 -4.994 -2.352 -0.041 -0.065 -0.021 0.020
C 5.931 -0.744 -0.879 -0.106 0.177 0.296 -1.523
Cl 5.365 0.364 0.358 0.066 -0.134 -0.139 0.611
Cl 4.741 -2.027 -1.145 0.006 -0.165 -0.106 0.531
Cl 6.265 0.123 -2.389 0.008 -0.048 -0.120 0.506
H 6.850 -1.206 -0.537 -0.062 -0.044 -0.042 0.009
N -5.454 -1.167 6.258 0.079 0.036 0.002 -0.003
C -5.405 -0.372 7.371 -0.061 0.013 -0.006 -0.142
C -4.322 -0.757 8.116 -0.037 0.060 0.010 -0.108
C -3.689 -1.823 7.424 0.046 -0.036 -0.042 -0.111
C -4.408 -2.050 6.281 -0.035 -0.038 -0.100 -0.157
H -6.149 -1.110 5.536 0.009 0.002 0.037 0.140
H -6.143 0.394 7.536 0.025 -0.017 0.025 0.105
H -4.017 -0.322 9.054 -0.002 -0.006 -0.026 0.093
H -2.806 -2.359 7.730 -0.018 0.017 -0.007 0.091
H -4.268 -2.763 5.485 0.004 -0.017 0.047 0.099
Na 2.554 -0.192 -5.619 0.519 0.671 -0.677 0.769
C 4.149 1.404 4.047 0.019 0.014 -0.111 -0.131
C 5.648 1.327 3.786 -0.143 -0.157 -0.184 -0.330
C 6.333 0.191 4.531 0.236 -0.028 0.112 -0.237
C 6.291 0.230 6.069 -0.040 0.264 0.268 -0.233
C 6.878 1.457 6.805 -0.726 0.160 0.004 -0.369
C 8.365 1.640 6.550 -0.023 -0.090 0.127 -0.166
H 3.936 1.606 5.097 0.026 0.051 -0.022 0.063
H 3.705 2.212 3.460 -0.028 0.022 0.079 0.062
H 3.652 0.467 3.765 -0.023 -0.029 0.046 0.056
H 6.109 2.279 4.036 -0.051 -0.003 0.104 -0.026
H 5.805 1.179 2.712 0.052 -0.045 0.054 0.018
H 7.378 0.146 4.206 0.007 -0.009 0.019 0.097
H 5.873 -0.758 4.211 0.058 -0.060 0.032 0.089
H 6.827 -0.662 6.425 -0.092 -0.075 -0.028 0.092
H 5.250 0.112 6.393 0.002 -0.058 -0.014 0.091
H 6.714 1.303 7.882 0.084 -0.182 -0.034 0.091
H 6.337 2.445 6.546 0.846 -2.151 0.487 -0.120
H 8.928 0.743 6.839 0.047 0.003 -0.047 0.058
H 8.747 2.480 7.133 0.018 0.021 -0.088 0.060
H 8.568 1.851 5.498 -0.029 0.061 0.018 0.053
C 2.623 5.180 -2.438 -0.067 -0.109 -0.027 -0.104
C 2.613 6.658 -2.798 -0.087 -0.154 0.030 -0.266
N 3.331 6.951 -4.026 0.241 0.169 -0.133 -0.198
C 3.601 8.369 -4.214 0.138 0.206 0.122 -0.248
C 2.405 9.310 -4.381 0.008 0.117 -0.090 -0.086
C 2.888 6.235 -5.208 -0.069 -0.273 -0.012 -0.254
C 1.417 6.365 -5.618 -0.059 -0.058 -0.154 -0.084
H 3.641 4.787 -2.415 -0.003 0.049 -0.031 0.083
H 2.187 5.038 -1.447 0.004 0.020 -0.019 0.073
H 2.035 4.585 -3.141 0.026 0.006 -0.007 0.018
H 3.093 7.195 -1.976 0.056 0.144 -0.163 0.124
H 1.572 7.011 -2.835 -0.048 -0.015 0.088 0.103
H 4.271 8.494 -5.071 -0.060 -0.158 -0.042 0.112
H 4.183 8.714 -3.354 -0.057 -0.132 0.064 0.113
H 1.935 9.200 -5.358 -0.070 -0.028 0.042 0.053
H 2.742 10.346 -4.308 0.016 -0.029 0.015 0.073
H 1.651 9.161 -3.607 0.007 -0.031 -0.026 0.068
H 3.103 5.170 -5.061 -0.023 0.013 0.109 0.094
H 3.516 6.522 -6.056 0.049 0.174 0.125 0.114
H 0.736 6.214 -4.779 0.038 0.025 0.017 0.065
H 1.179 5.604 -6.367 0.011 0.008 0.009 0.066
H 1.201 7.331 -6.071 -0.049 0.016 0.091 0.055
Cl 6.262 3.958 5.510 -0.294 2.290 -0.814 -0.254
Mg -3.500 3.452 2.156 -0.805 1.231 3.149 0.589
O 6.873 -3.290 1.166 0.120 -0.925 -0.520 0.009
C 6.302 -4.020 1.985 -0.707 5.771 2.971 -0.285
C 6.373 -5.678 1.376 0.669 -5.505 -2.712 -0.293
O 5.790 -6.394 2.196 -0.058 0.936 0.305 0.050
H 5.230 -3.839 2.176 -0.416 -0.816 -1.026 0.131
H 6.724 -4.082 3.002 0.871 -1.051 -0.344 0.137
H 7.451 -5.845 1.205 0.352 0.776 0.982 0.131
H 5.955 -5.600 0.356 -0.805 0.948 0.310 0.125
C -6.529 -8.083 0.987 0.116 -0.164 0.388 -0.122
C -5.944 -6.908 0.246 0.358 0.291 0.157 -0.123
O -6.439 -7.096 -1.080 -0.149 -0.145 0.186 0.041
C -7.570 -7.850 -0.991 -0.258 -0.084 -0.157 -0.561
O -8.315 -8.046 -1.893 0.059 0.032 -0.036 0.173
O -7.731 -8.344 0.263 0.193 0.225 -0.246 0.068
H -6.745 -7.857 2.029 -0.193 -0.054 -0.069 0.134
H -5.889 -8.967 0.941 -0.008 0.028 -0.048 0.135
H -6.307 -5.950 0.627 -0.050 -0.041 -0.011 0.133
H -4.856 -6.903 0.258 -0.035 -0.004 -0.215 0.134
```
Positions in Å, forces in eV/Å.

The total energy is -8890.36704 a.u. The calculation puts the HOMO energy at -4.91 eV.